*A*
ORCA calculation (wB97M-V/def2-TZVPD) on a molecular structure, C4H10N4.

Atoms and positions in Å:
C1 -1.789 -0.168 -0.438
C2 -2.346 -0.579 0.909
N1 -0.453 -0.780 -0.646
H1 -0.508 -1.791 -0.599
H2 0.006 -0.467 -1.501
H3 -1.641 0.914 -0.476
H4 -2.473 -0.459 -1.250
H5 -1.547 -0.427 1.674
H6 -2.605 -1.636 0.911
H7 -3.228 0.005 1.155
C3 1.812 0.541 -0.278
N2 2.760 1.218 0.427
N3 1.657 0.542 -1.541
C4 0.940 -0.231 0.610
N4 0.727 -0.533 1.722
H8 3.513 1.681 -0.052
H9 2.836 1.072 1.419
H10 2.340 1.100 -2.046

Properties
HOMO: -8.23 eV

***

*B*
ORCA calculation (wB97M-V/def2-TZVPD) on 3 unconnected molecules or ions with the total composition C4H10N4.

Atoms and positions in Å:
C1 0.043 0.445 -2.045
C2 -0.869 0.670 -0.874
C3 0.230 -1.801 1.307
N1 1.026 -1.596 0.387
N2 -2.132 0.541 -0.861
H1 -2.493 0.199 -1.749
H2 0.772 1.250 -2.111
H3 0.595 -0.482 -1.901
H4 -0.534 0.378 -2.967
H5 -0.225 -2.774 1.497
H6 -0.135 -0.964 1.969
N3 1.956 0.084 0.278
C4 -0.764 0.966 1.447
N4 -0.218 1.115 0.303
H7 2.034 0.710 1.078
H8 2.711 -0.590 0.361
H9 -0.307 1.440 2.308
H10 -1.693 0.409 1.571

Properties
HOMO (alpha / beta): -9.41 / -9.42 eV

***

*C*
ORCA calculation (wB97M-V/def2-TZVPD) on C4H10N4 in the gas phase.

Atoms and positions in Å:
N1 1.539 -1.659 0.042
C1 0.564 -0.962 -0.768
N2 -0.783 -1.294 -0.328
C2 -1.160 0.072 -0.054
N3 -1.744 0.239 1.253
C3 -0.834 1.241 -0.919
C4 0.290 0.460 -0.305
N4 1.103 1.068 0.794
H1 1.445 -1.358 1.014
H2 2.495 -1.427 -0.212
H3 0.724 -1.054 -1.847
H4 -1.355 -1.682 -1.072
H5 -2.046 -0.683 1.565
H6 -0.986 0.478 1.895
H7 -1.070 2.228 -0.539
H8 -1.003 1.144 -1.985
H9 0.759 2.008 0.990
H10 2.063 1.182 0.476

Properties
SMILES: N[C@H]1N[C@@]2(N)C[C@]12N
HOMO: -8.14 eV

***

How far above the most stable structure does each one sit? In hartree: *A* 0.0000; *B* 0.1384; *C* 0.0438.

***

*A*
ORCA calculation (wB97M-V/def2-TZVPD) on C4H10N4 in the gas phase.

Atoms and positions in Å:
C1 -2.345 -0.134 0.724
C2 -1.239 0.063 -0.311
C3 -0.239 1.160 0.041
C4 0.953 0.886 -0.848
N1 1.552 -0.706 -0.262
N2 2.766 -0.964 0.351
N3 0.569 -1.494 -0.032
N4 -0.551 -1.213 -0.566
H1 -1.912 -0.406 1.685
H2 -2.926 0.780 0.836
H3 -3.017 -0.932 0.412
H4 -1.699 0.315 -1.273
H5 -0.644 2.167 -0.108
H6 0.054 1.080 1.091
H7 1.841 1.475 -0.641
H8 0.735 0.867 -1.913
H9 2.677 -1.604 1.137
H10 3.424 -1.341 -0.324

Properties
SMILES: C[C@H]1CCN(N)N=N1
HOMO (alpha / beta): -7.27 / -7.27 eV

***

*B*
ORCA calculation (wB97M-V/def2-TZVPD) on C4H10N4 in the gas phase.

Atoms and positions in Å:
N1 -1.273 -1.683 -0.025
C1 0.170 -1.285 -0.239
C2 0.722 -0.461 -1.386
N2 0.330 0.902 -1.381
C3 0.365 1.630 -0.340
N3 -0.242 1.539 0.860
N4 -0.574 0.420 1.413
C4 0.394 -0.635 1.183
H1 -1.646 -0.870 0.392
H2 -1.662 -1.722 -0.871
H3 0.811 -2.303 -0.390
H4 0.382 -1.156 -2.296
H5 1.715 -0.553 -1.025
H6 0.614 1.428 -2.299
H7 0.454 2.677 -0.527
H8 -0.306 0.398 2.426
H9 0.588 -1.349 2.173
H10 1.471 -0.288 1.044

Properties
SMILES: N[C@H]1CNC=NNC1
HOMO: -7.80 eV

***

How far above the most stable structure does each one sit? In hartree: *A* 0.0000; *B* 0.0096.

***

*A*
ORCA calculation (wB97M-V/def2-TZVPD) on 15 unconnected molecules or ions with the total composition H30O15.

Atoms and positions in Å:
H1 -1.126 -0.811 -0.478
H2 -0.096 -0.529 0.495
H3 2.081 1.563 3.622
H4 0.790 2.093 4.122
H5 0.229 3.900 1.616
H6 1.393 4.816 1.111
H7 0.929 3.911 -0.739
H8 1.895 2.950 -1.350
H9 -2.283 -1.152 -2.149
H10 -1.184 -1.809 -2.831
H11 1.579 -0.899 4.598
H12 3.050 -0.742 5.058
H13 3.022 0.407 0.251
H14 1.800 1.285 0.357
H15 -2.101 2.914 -1.602
H16 -3.114 3.834 -0.924
H17 -2.033 1.448 -4.253
H18 -3.241 2.379 -4.534
H19 1.834 -3.635 2.963
H20 2.496 -4.094 1.721
H21 3.494 -2.196 2.587
H22 3.967 -3.489 3.260
H23 -5.438 -0.056 -0.998
H24 -4.365 -0.957 -1.026
H25 -0.762 -5.942 -2.359
H26 -0.223 -4.878 -1.452
H27 -0.547 1.633 0.268
H28 -1.365 1.449 1.556
H29 0.726 -2.443 -4.536
H30 -0.231 -1.241 -4.583
O1 -0.934 -0.164 0.157
O2 1.150 1.356 3.571
O3 1.095 3.870 1.247
O4 1.147 2.911 -0.766
O5 -1.357 -1.087 -2.203
O6 2.224 -1.229 5.165
O7 2.420 0.909 -0.272
O8 -2.629 3.702 -1.768
O9 -2.922 1.425 -4.426
O10 1.825 -3.464 2.051
O11 3.273 -2.805 3.194
O12 -4.554 -0.087 -0.664
O13 -1.046 -5.324 -1.718
O14 -1.336 1.919 0.710
O15 0.469 -1.639 -4.048

Properties
HOMO: -8.93 eV

***

*B*
ORCA calculation (wB97M-V/def2-TZVPD) on a molecular structure, H30O15.

Atoms and positions in Å:
H1 0.043 0.097 0.572
H2 -1.033 -0.917 0.132
H3 -0.455 -0.922 4.231
H4 -0.926 -1.505 2.876
H5 0.808 4.384 0.194
H6 -0.068 4.350 1.438
H7 -2.320 2.561 -0.929
H8 -2.510 4.043 -1.206
H9 0.970 1.929 -3.490
H10 0.320 1.165 -2.329
H11 -4.676 -2.114 -1.714
H12 -3.783 -2.971 -0.821
H13 4.279 0.659 1.646
H14 5.059 -0.737 1.348
H15 -0.702 -2.425 -0.909
H16 0.486 -2.067 -1.949
H17 0.215 -4.585 0.385
H18 -1.091 -4.187 0.626
H19 3.962 0.952 -0.459
H20 2.637 1.276 0.382
H21 -3.364 1.205 2.674
H22 -2.891 0.261 1.561
H23 3.830 -1.305 -0.399
H24 3.188 -2.577 0.044
H25 -1.811 0.153 -1.576
H26 -1.256 0.053 -2.986
H27 -1.068 2.645 1.299
H28 -1.463 2.165 2.647
H29 2.007 -0.115 -1.284
H30 1.931 -1.333 -2.404
O1 -0.077 -0.869 0.352
O2 -1.207 -1.269 3.724
O3 0.524 4.972 0.915
O4 -2.776 3.404 -0.633
O5 0.244 1.978 -2.833
O6 -4.515 -3.041 -1.531
O7 5.006 0.017 1.915
O8 0.000 -1.745 -1.187
O9 -0.585 -4.986 0.605
O10 2.960 1.170 -0.479
O11 -3.638 0.492 2.178
O12 4.044 -2.205 -0.061
O13 -1.568 0.659 -2.311
O14 -1.092 1.829 1.874
O15 2.361 -0.541 -2.129

Properties
HOMO: -10.42 eV

***

*C*
ORCA calculation (wB97M-V/def2-TZVPD) on 15 unconnected molecules or ions with the total composition H30O15.

Atoms and positions in Å:
O1 0.491 0.928 1.845
H1 1.095 0.260 2.216
H2 0.528 1.048 0.892
O2 -4.001 1.613 -1.262
H3 -3.592 1.983 -2.050
H4 -4.231 0.698 -1.429
O3 2.079 1.679 -0.779
H5 1.411 1.638 -1.516
H6 2.750 2.264 -1.168
O4 0.034 -2.201 3.807
H7 -0.680 -1.545 3.708
H8 0.740 -2.143 3.160
O5 -2.145 1.742 1.324
H9 -1.953 2.685 1.365
H10 -1.270 1.363 1.161
O6 -2.014 0.862 -4.319
H11 -1.541 0.321 -4.962
H12 -1.276 1.114 -3.762
O7 1.151 -3.603 1.778
H13 0.203 -3.608 2.019
H14 1.114 -4.483 1.359
O8 -1.564 -0.080 3.779
H15 -2.245 0.327 4.322
H16 -1.407 0.632 3.131
O9 4.262 0.317 0.251
H17 3.568 0.914 0.533
H18 4.367 0.194 -0.698
O10 2.263 -0.258 4.020
H19 1.777 -1.044 4.296
H20 3.165 -0.176 4.318
O11 -1.808 -3.095 -1.480
H21 -2.242 -2.981 -2.327
H22 -0.859 -3.100 -1.654
O12 1.357 -1.572 -0.848
H23 1.530 -1.488 0.103
H24 1.737 -0.729 -1.139
O13 0.763 0.247 -3.878
H25 0.717 -0.715 -3.768
H26 0.067 0.414 -3.199
O14 -0.368 0.389 -1.259
H27 -0.326 -0.421 -0.729
H28 -1.212 0.854 -1.178
O15 -0.775 2.563 -2.241
H29 -0.568 2.731 -1.308
H30 -1.090 3.461 -2.430

Properties
HOMO: -10.95 eV

***

*D*
ORCA calculation (wB97M-V/def2-TZVPD) on 15 unconnected molecules or ions with the total composition H30O15.

Atoms and positions in Å:
O1 0.421 4.194 -0.710
H1 0.850 5.048 -0.359
H2 1.102 3.830 -1.279
O2 -0.325 1.569 3.555
H3 -0.473 1.860 4.466
H4 -0.923 1.036 3.279
O3 1.458 2.170 -3.159
H5 1.151 3.029 -3.518
H6 0.922 1.383 -3.548
O4 3.030 -0.513 -0.096
H7 2.689 -0.242 0.868
H8 2.649 0.111 -0.648
O5 -2.391 -1.934 0.857
H9 -3.039 -2.293 0.303
H10 -1.924 -1.488 0.136
O6 0.871 1.173 -0.772
H11 1.037 1.855 -0.081
H12 0.767 1.629 -1.605
O7 1.320 -2.448 -0.606
H13 1.336 -2.749 -1.443
H14 2.014 -1.731 -0.255
O8 -1.751 1.611 -0.775
H15 -1.895 1.140 0.048
H16 -1.064 2.206 -0.422
O9 -2.137 -0.468 3.219
H17 -2.369 -1.093 2.456
H18 -1.343 -0.718 3.607
O10 -0.789 -0.940 -1.098
H19 -0.032 -1.573 -0.971
H20 -0.324 -0.154 -1.236
O11 2.245 -0.252 2.484
H21 2.172 -1.108 2.970
H22 1.308 0.141 2.501
O12 -0.153 -3.443 1.202
H23 0.607 -3.219 0.574
H24 -0.952 -2.902 1.011
O13 -2.214 0.069 -3.098
H25 -1.970 -0.695 -2.429
H26 -2.220 0.889 -2.490
O14 0.009 0.439 -4.114
H27 0.083 0.818 -4.975
H28 -0.944 0.349 -3.785
O15 0.408 -1.871 3.307
H29 0.865 -2.339 4.037
H30 -0.083 -2.376 2.595

Properties
HOMO: -10.73 eV

***

How far above the most stable structure does each one sit? In hartree: *A* 0.1869; *B* 0.2114; *C* 0.0000; *D* 0.0020.

***

*A*
ORCA calculation (wB97M-V/def2-TZVPD) on 15 unconnected molecules or ions with the total composition H30O15.

Atoms and positions in Å:
O1 2.901 -1.461 0.082
H1 2.060 -1.891 -0.200
H2 2.693 -0.475 0.007
O2 -3.530 -0.035 -1.167
H3 -3.622 -0.373 -2.051
H4 -2.695 0.400 -1.304
O3 -1.553 1.424 1.139
H5 -2.236 2.030 0.858
H6 -1.937 0.529 1.106
O4 -1.458 -3.819 0.133
H7 -0.563 -3.802 0.459
H8 -1.392 -3.077 -0.447
O5 -1.063 -1.888 -1.675
H9 -0.589 -2.385 -2.319
H10 -1.909 -1.693 -2.136
O6 0.267 2.223 3.797
H11 0.434 1.580 4.493
H12 0.427 1.678 3.024
O7 0.688 -0.502 2.550
H13 1.562 -0.175 2.530
H14 0.285 -0.426 1.665
O8 1.012 -3.190 1.178
H15 1.360 -3.853 1.752
H16 1.090 -2.389 1.679
O9 1.453 0.247 -2.563
H17 1.215 1.176 -2.641
H18 0.897 -0.216 -1.949
O10 -1.445 0.986 -2.388
H19 -1.148 0.889 -3.259
H20 -0.920 1.747 -2.171
O11 1.262 2.462 1.016
H21 0.575 2.844 1.504
H22 2.053 2.983 1.085
O12 0.417 -0.121 -0.146
H23 -0.340 -0.705 -0.193
H24 0.110 0.672 0.311
O13 3.187 1.142 -0.429
H25 2.667 1.583 0.235
H26 2.587 1.023 -1.139
O14 -2.302 -1.107 0.917
H27 -2.133 -2.025 0.893
H28 -2.883 -0.831 0.168
O15 0.777 2.604 -1.654
H29 1.060 3.448 -2.038
H30 0.682 2.771 -0.723

Properties
HOMO: -9.77 eV

***

*B*
ORCA calculation (wB97M-V/def2-TZVPD) on 15 unconnected molecules or ions with the total composition H30O15.

Atoms and positions in Å:
O1 3.132 -0.389 0.198
H1 2.481 -0.630 -0.463
H2 3.281 0.563 0.141
O2 -1.552 3.954 0.150
H3 -1.758 4.601 -0.547
H4 -1.420 4.554 0.902
O3 -0.614 -2.757 2.702
H5 -1.564 -2.635 2.619
H6 -0.236 -1.912 2.402
O4 2.272 -1.426 2.534
H7 2.358 -2.355 2.284
H8 2.703 -0.858 1.862
O5 -1.119 2.622 3.113
H9 -1.971 2.403 3.508
H10 -0.492 2.056 3.584
O6 -2.330 -2.507 -2.042
H11 -1.677 -2.665 -2.731
H12 -2.688 -3.357 -1.774
O7 0.052 2.702 -3.873
H13 -0.426 1.976 -4.311
H14 0.139 2.213 -3.029
O8 -2.593 2.908 -2.424
H15 -2.658 3.279 -1.539
H16 -2.044 3.508 -2.940
O9 2.816 -3.147 -0.697
H17 2.811 -2.799 0.202
H18 2.391 -4.009 -0.662
O10 0.810 0.930 1.032
H19 -0.031 1.418 0.993
H20 1.350 1.736 1.009
O11 -2.017 0.409 0.419
H21 -2.413 1.140 0.907
H22 -2.624 0.209 -0.301
O12 3.335 1.385 -1.888
H23 4.286 1.338 -1.733
H24 3.150 0.497 -2.224
O13 4.211 -1.416 -2.396
H25 3.552 -1.103 -1.740
H26 4.245 -2.198 -1.749
O14 -3.754 0.803 2.362
H27 -4.329 1.344 1.806
H28 -3.801 -0.124 2.120
O15 -2.066 -4.038 1.032
H29 -1.213 -3.594 0.912
H30 -1.984 -4.628 0.267

Properties
HOMO: -10.78 eV

***

How far above the most stable structure does each one sit? In hartree: *A* 0.0000; *B* 0.0618.

***

*A*
ORCA calculation (wB97M-V/def2-TZVPD) on 4 unconnected molecules or ions with the total composition C16H28N4.

Atoms and positions in Å:
C1 -1.735 4.736 -3.001
C2 -1.655 3.231 -2.791
C3 -1.397 2.483 -4.096
C4 -1.129 1.069 -3.740
N1 -1.035 -0.022 -3.437
H1 -2.215 5.153 -2.116
H2 -2.365 4.917 -3.872
H3 -0.727 5.150 -3.033
H4 -2.553 2.900 -2.268
H5 -0.851 3.137 -2.061
H6 -0.485 2.869 -4.552
H7 -2.159 2.496 -4.875
C5 4.070 3.086 7.299
C6 3.246 2.791 6.027
C7 1.705 3.105 5.976
C8 0.875 1.914 6.170
N2 0.249 0.906 6.232
H8 3.854 2.388 8.108
H9 4.072 4.135 7.596
H10 5.119 2.951 7.036
H11 3.411 1.830 5.541
H12 3.474 3.495 5.227
H13 1.362 3.480 5.012
H14 1.342 3.802 6.731
C9 -7.192 -2.880 -2.379
C10 -7.480 -3.557 -1.063
C11 -8.405 -4.829 -1.014
C12 -9.727 -4.455 -1.469
N3 -10.803 -4.164 -1.798
H15 -7.935 -2.174 -2.749
H16 -7.093 -3.566 -3.220
H17 -6.285 -2.279 -2.451
H18 -7.683 -2.698 -0.424
H19 -6.535 -3.943 -0.681
H20 -8.513 -5.443 -0.120
H21 -8.010 -5.459 -1.811
C13 5.561 -2.775 -0.828
C14 6.293 -1.631 -1.553
C15 7.793 -1.653 -1.793
C16 8.393 -2.844 -2.298
N4 8.781 -3.860 -2.655
H22 5.689 -2.683 0.251
H23 5.899 -3.785 -1.060
H24 4.484 -2.764 -0.998
H25 6.097 -0.623 -1.188
H26 5.885 -1.633 -2.564
H27 8.271 -1.502 -0.825
H28 8.045 -0.801 -2.425

Properties
SMILES: CCCC#N.CCCC#N.CCCC#N.CCCC#N
HOMO: -11.25 eV

***

*B*
ORCA calculation (wB97M-V/def2-TZVPD) on 4 unconnected molecules or ions with the total composition C16H28N4.

Atoms and positions in Å:
C1 4.204 -1.231 -2.562
C2 3.912 0.255 -2.767
C3 2.467 0.548 -3.216
C4 1.865 -0.364 -4.182
N1 1.400 -1.127 -4.904
H1 3.886 -1.639 -1.601
H2 5.282 -1.415 -2.577
H3 3.753 -1.840 -3.345
H4 4.634 0.751 -3.415
H5 4.054 0.775 -1.816
H6 2.532 1.574 -3.587
H7 1.819 0.582 -2.337
C5 0.089 2.903 -1.224
C6 -0.931 3.759 -0.470
C7 -0.281 4.660 0.588
C8 0.759 5.576 0.106
N2 1.567 6.290 -0.278
H8 0.565 2.244 -0.494
H9 0.834 3.555 -1.678
H10 -0.363 2.240 -1.961
H11 -1.552 3.072 0.115
H12 -1.611 4.350 -1.082
H13 0.198 4.032 1.346
H14 -1.079 5.180 1.118
C9 -0.136 -1.869 -1.848
C10 -0.783 -1.766 -0.480
C11 -0.298 -0.538 0.303
C12 1.157 -0.469 0.475
N3 2.290 -0.382 0.631
H15 -0.446 -2.719 -2.463
H16 0.953 -1.885 -1.856
H17 -0.498 -1.050 -2.483
H18 -0.664 -2.691 0.096
H19 -1.868 -1.718 -0.600
H20 -0.843 -0.429 1.238
H21 -0.672 0.254 -0.353
C13 -3.649 -2.266 2.722
C14 -2.361 -2.170 3.549
C15 -2.477 -2.983 4.852
C16 -3.508 -2.470 5.754
N4 -4.331 -2.115 6.471
H22 -3.505 -2.910 1.847
H23 -3.932 -1.283 2.349
H24 -4.511 -2.719 3.210
H25 -2.158 -1.122 3.785
H26 -1.449 -2.475 3.035
H27 -1.524 -2.957 5.381
H28 -2.791 -3.999 4.606

Properties
SMILES: CCCC#N.CCCC#N.CCCC#N.CCCC#N
HOMO: -11.56 eV

***

How far above the most stable structure does each one sit? In hartree: *A* 0.0471; *B* 0.0000.